# 1
Formula: C30H68ClN6O14
Source: the OMol25 dataset
Level of theory: ωB97M-V with the def2-TZVPD basis set

The geometry in XYZ format:
```
119
Properties=species:S:1:pos:R:3:forces:R:3
Cl -1.57879 -1.00618 0.68050 2.98 -2.41 -4.33
O -1.85090 -1.13254 -0.72194 -1.34 -0.06 -1.64
O -0.15444 -0.70725 0.67788 -0.03 -0.69 1.97
O -2.25905 0.10445 1.16175 -2.27 2.24 2.52
O -1.97237 -2.29226 1.23723 0.43 1.06 1.42
C 5.37685 -4.68479 1.70285 2.14 -1.86 -1.13
C 6.19233 -4.57253 2.84739 -3.46 1.58 2.08
C 7.55525 -5.29306 2.99979 -0.08 0.02 4.28
O 8.20044 -5.37481 4.09855 -0.67 2.03 0.77
C 7.94726 -6.18957 2.11989 -0.06 -1.73 -6.67
C 7.32975 -6.27856 0.80453 -1.33 -0.39 1.72
C 5.88681 -5.47033 0.63222 1.45 0.72 -2.35
O 5.48684 -5.45977 -0.56294 -0.38 -0.40 1.25
O 7.70805 -7.06177 -0.07729 -0.13 0.57 -0.11
O 5.60172 -3.95130 3.82242 2.45 -0.74 -0.67
H 4.41735 -4.19766 1.61085 0.07 0.11 0.17
H 8.85830 -6.76912 2.14284 0.21 0.00 0.73
C -7.74893 2.96107 -1.72409 0.68 -0.64 -0.13
C -9.15196 3.45116 -1.49575 0.21 0.55 2.00
C -9.74570 4.21711 -2.62570 -1.04 0.25 -1.50
O -11.13120 4.56499 -2.35916 0.34 -0.25 0.76
C -11.81967 5.03853 -3.49747 1.35 0.66 0.09
N -10.05394 2.40931 -0.99551 -0.21 -0.24 -0.89
H -6.95663 3.70834 -1.67988 -0.33 0.42 -0.44
H -7.67324 2.38770 -2.64801 0.12 0.05 -0.19
H -7.41926 2.28910 -0.93171 -0.45 -0.20 0.16
H -9.08678 4.12618 -0.64240 0.04 0.49 0.02
H -9.73472 3.62339 -3.53974 -0.11 -0.59 -0.22
H -9.15618 5.08062 -2.93381 0.03 0.51 0.50
H -12.83043 5.40534 -3.31881 -0.13 -0.84 0.53
H -11.73423 4.28077 -4.27632 -0.41 0.17 -0.36
H -11.31160 5.96154 -3.77681 0.24 0.09 -0.75
H -9.80269 1.51148 -1.38394 0.38 -0.33 0.00
H -10.91478 2.62296 -1.47864 -0.71 -0.10 0.42
C 2.75904 0.44297 -5.20798 -0.62 0.05 0.22
C 3.89240 -0.59229 -5.24397 0.64 -0.07 -1.38
C 5.27248 -0.07558 -5.86210 -1.52 -1.03 0.59
O 6.19507 -1.17751 -5.87478 -0.17 -0.47 0.36
C 6.94322 -1.31775 -7.07342 0.29 2.52 0.19
N 4.13515 -1.28848 -3.97195 -0.15 0.92 -0.61
H 1.85177 -0.01271 -4.81134 0.14 -0.45 0.46
H 2.34792 0.75917 -6.16668 0.71 0.24 -0.47
H 2.89756 1.31516 -4.56908 0.45 0.10 -0.05
H 3.56437 -1.32523 -5.98107 -0.11 -0.43 0.09
H 5.48587 0.79588 -5.24312 1.23 -0.11 0.41
H 5.20439 0.32122 -6.87502 -0.60 -0.10 -0.17
H 7.14777 -0.26325 -7.25865 0.45 0.16 -1.13
H 6.46848 -1.73353 -7.96216 -0.60 -0.31 0.28
H 7.94925 -1.73028 -6.99716 -0.34 -0.61 0.85
H 4.64329 -0.65572 -3.37070 0.51 0.02 0.26
H 3.24678 -1.35361 -3.49587 -0.29 -0.44 0.10
C -7.75704 -3.86856 -1.91561 0.20 -1.17 0.09
C -7.15574 -5.17421 -1.21928 -1.55 0.30 1.05
C -5.96672 -5.79256 -1.91088 0.71 0.88 -1.67
O -6.40488 -6.34716 -3.16506 -0.45 -1.69 -0.09
C -5.84129 -7.65100 -3.44186 1.48 0.85 -0.44
N -6.85827 -4.81827 0.20598 0.16 0.14 -1.23
H -6.95863 -3.15004 -2.10103 -0.12 0.06 -0.13
H -8.57360 -3.38798 -1.37675 0.51 -0.12 1.01
H -8.33414 -4.08661 -2.81422 0.80 -0.41 -0.61
H -7.92292 -5.94618 -1.27943 -0.32 0.04 0.39
H -5.29053 -6.48990 -1.41631 -0.78 -0.34 0.77
H -5.28229 -4.97124 -2.12326 0.27 0.29 -0.35
H -4.80851 -7.44665 -3.72421 0.48 -0.24 0.33
H -6.16381 -8.20143 -4.32566 -1.15 0.78 -0.16
H -5.82833 -8.41207 -2.66167 -0.33 0.48 0.66
H -5.93309 -4.42506 0.10825 0.32 0.66 0.60
H -6.70088 -5.61250 0.80974 -0.19 -0.48 -0.20
C 5.89656 2.67824 2.45239 1.05 -0.95 1.78
C 6.78629 1.72601 1.60922 1.48 1.64 1.05
C 7.92037 0.99462 2.43146 -1.38 1.28 0.44
O 8.64511 2.00262 3.12251 0.79 0.59 -0.78
C 10.06149 1.77155 3.06825 -1.82 -0.07 1.32
N 5.92682 0.81869 0.96120 0.09 -0.69 -0.66
H 5.03443 3.15662 1.98766 0.53 0.24 -0.62
H 6.51838 3.32787 3.06836 -0.15 0.60 -0.30
H 5.42549 2.03934 3.19938 -0.18 -0.25 0.23
H 7.35719 2.36960 0.93991 -0.01 -0.06 -0.62
H 8.62498 0.43664 1.81479 -0.55 -0.29 -0.28
H 7.48009 0.38999 3.22434 -0.16 -0.67 -0.32
H 10.46684 2.70559 3.45731 0.59 -0.15 -0.46
H 10.36712 1.42725 2.08024 0.33 0.41 -0.03
H 10.20617 0.98038 3.80392 0.80 -0.22 -0.07
H 5.15516 1.41799 0.70531 -0.62 -0.69 -0.35
H 5.63956 0.25215 1.74645 -0.82 -0.79 -0.35
C 0.51067 0.29167 8.32555 -1.46 1.46 0.04
C 0.80259 -1.16584 8.26718 1.08 -0.41 1.01
C 0.50665 -1.77962 6.90820 0.28 -2.80 0.08
O 1.11044 -3.08030 6.81883 1.50 1.02 2.04
C 0.88011 -3.85573 5.70197 -0.39 0.12 -0.59
N 2.23512 -1.28559 8.59823 0.63 0.49 -1.10
H 0.75023 0.65021 9.32662 0.05 0.17 0.02
H -0.51897 0.59346 8.13352 -0.42 -0.31 0.09
H 1.04473 0.90668 7.60122 0.52 -0.30 -0.10
H 0.40123 -1.65383 9.15535 -1.19 -0.41 -0.58
H 0.92283 -1.20163 6.08309 -0.45 0.52 -0.06
H -0.53362 -2.09438 6.82532 -0.66 1.36 -0.32
H -0.10662 -4.30151 5.82748 -0.26 -0.42 -0.47
H 1.66365 -4.61080 5.63845 -0.13 -0.02 0.11
H 0.91686 -3.27734 4.77882 -0.08 0.06 -0.20
H 2.42243 -0.77962 9.45206 -0.37 -0.27 0.80
H 2.55696 -0.55491 7.97967 1.36 -0.27 -0.79
C -0.15849 5.99110 0.55537 -0.58 -0.29 -1.23
C -0.75306 5.96791 -0.89820 0.83 1.13 0.67
C -0.56620 7.33234 -1.59555 -0.84 -0.84 2.81
O -1.19971 7.37957 -2.81061 -1.27 0.44 -2.06
C -2.63980 7.23082 -2.78931 0.62 0.18 -0.05
N -0.08014 5.05873 -1.79561 0.27 -0.77 0.39
H -0.22243 4.94834 0.86626 0.50 0.11 0.44
H -0.73913 6.59542 1.25233 -0.39 -0.03 -0.19
H 0.84753 6.40805 0.60215 0.20 -0.44 -0.24
H -1.78135 5.61402 -0.82416 -0.50 0.73 0.26
H 0.51428 7.47092 -1.63377 -0.06 0.09 -0.78
H -0.95253 8.08577 -0.90912 -0.21 0.52 0.06
H -2.94306 6.19201 -2.91976 0.14 -0.19 0.50
H -3.12357 7.73718 -3.62458 0.66 0.31 -0.29
H -3.08081 7.68912 -1.90412 0.12 -0.27 0.33
H -0.39506 4.13886 -1.52218 0.37 -0.56 -0.22
H -0.50191 5.23460 -2.69633 0.16 -0.15 -0.40
```
Forces are in eV/Å.

Summary:
- LUMO: 3.509 eV
- Charge: -3
- Energy relative to the best compared isomer or geometry (same formula, charge and spin): 11.36 kcal/mol
- Orbital gap: 1.59 eV
- M: 772.4 g/mol
- Energy: -82322.1388 eV
- HOMO level: 1.922 eV

These are the Mulliken partial charges, in e, on atoms 1 to 5: Cl 1.5689; O -0.7072; O -0.6169; O -0.6211; O -0.6275

# 2
Formula: C27H22N5OsS2
Source: the OMol25 dataset
Level of theory: ωB97M-V with the def2-TZVPD basis set

The geometry in XYZ format:
```
57
Properties=species:S:1:pos:R:3:forces:R:3
Os -0.32271 -0.47139 0.94998 0.13 -0.21 0.07
C -3.36843 -0.37683 5.75490 0.01 0.02 0.01
S -2.44137 -1.76694 5.08821 0.00 -0.01 -0.01
C -1.79196 -1.05281 3.60475 0.01 0.02 -0.01
S -0.92325 -2.12078 2.56414 -0.01 0.09 -0.06
N -2.00652 0.19158 3.36794 0.03 -0.04 -0.05
N -1.45781 0.65458 2.18122 -0.04 0.03 0.07
C -1.79359 1.93274 1.96171 0.02 -0.02 0.01
C -1.55518 2.69169 0.84624 -0.01 0.01 0.00
C -2.03675 4.04370 0.85644 0.00 -0.02 0.00
C -1.92506 4.88517 -0.18648 0.02 0.00 -0.04
C -1.28458 4.37484 -1.36981 -0.04 0.05 0.03
C -0.81256 3.12348 -1.40529 0.01 -0.08 0.00
N -0.89087 2.21692 -0.32251 0.02 0.03 0.04
H -3.80933 -0.72277 6.68969 -0.01 0.00 0.00
H -4.15057 -0.06820 5.06480 0.00 0.00 0.00
H -2.71094 0.46895 5.94330 0.00 -0.01 0.00
H -2.34514 2.41155 2.76384 0.00 0.01 0.00
H -2.51451 4.36047 1.77525 0.00 0.00 0.00
H -2.30255 5.89706 -0.14407 0.00 0.00 0.00
H -1.16761 4.98672 -2.25403 0.00 0.00 0.00
H -0.32941 2.73829 -2.28545 0.00 -0.02 0.00
C -1.41282 -4.26722 -3.05672 0.00 0.00 0.00
C -2.05726 -3.79396 -1.92308 0.00 0.00 0.01
C -1.38358 -2.98943 -1.01468 -0.02 0.00 0.00
C -0.05108 -2.66635 -1.23154 0.04 0.04 0.05
C 0.60079 -3.14089 -2.36590 0.03 -0.01 -0.03
C -0.08084 -3.93517 -3.27259 0.01 0.01 0.01
N 0.62254 -1.80717 -0.29941 -0.15 -0.08 -0.09
N 1.89091 -1.94111 -0.32572 0.04 0.00 -0.02
C 2.47535 -1.09711 0.58466 0.03 0.00 0.04
C 3.87097 -1.06634 0.72556 0.00 0.01 0.02
C 4.42879 -0.23748 1.66794 0.02 -0.02 -0.03
C 3.58913 0.54976 2.47821 -0.02 0.02 0.01
C 2.21940 0.51771 2.33613 0.00 -0.01 0.00
C 1.60704 -0.30480 1.36534 -0.11 0.07 0.00
H -1.94355 -4.88686 -3.76919 0.00 0.00 0.00
H -3.09356 -4.04944 -1.73951 0.00 0.00 0.00
H -1.87341 -2.61531 -0.12596 0.00 0.00 0.00
H 1.63098 -2.85962 -2.52940 -0.01 -0.01 0.00
H 0.42915 -4.28930 -4.16050 0.00 0.00 0.00
H 4.47947 -1.69789 0.08895 -0.01 0.00 0.00
H 5.50347 -0.19306 1.79491 0.00 0.00 0.00
H 4.03240 1.19589 3.22836 0.00 0.00 0.00
H 1.59507 1.13739 2.96963 0.00 0.00 0.00
C -0.32782 0.97126 -0.39466 -0.01 0.12 0.03
C 0.47278 0.75272 -1.63490 -0.02 -0.06 -0.03
C 1.82440 1.08896 -1.65358 0.07 0.03 -0.03
C 2.59694 0.84748 -2.78085 -0.01 0.01 0.01
C 2.03074 0.27128 -3.91044 -0.04 0.00 0.02
C 0.68470 -0.07357 -3.89634 0.04 0.00 -0.01
C -0.08482 0.15949 -2.76683 -0.04 -0.01 -0.01
H 2.27249 1.52173 -0.76645 -0.01 0.00 0.00
H 3.65009 1.10212 -2.77034 0.00 0.00 0.00
H 2.63522 0.08035 -4.78857 0.00 -0.01 0.00
H 0.23509 -0.54607 -4.76145 0.00 0.00 0.00
H -1.12848 -0.13605 -2.74590 0.02 0.01 0.00
```
Forces are in eV/Å.

Summary:
- LUMO: 2.615 eV
- Charge: -1
- Energy relative to the best compared isomer or geometry (same formula, charge and spin): 0.00 kcal/mol
- Orbital gap: 5.78 eV
- M: 670.9 g/mol
- Energy: -59945.4066 eV
- HOMO level: -3.166 eV

These are the Mulliken partial charges, in e, on atoms 1 to 5: Os -0.1192; C -0.7930; S -0.0865; C 0.6233; S -0.6563